ORCA calculation (ωB97M-V/def2-TZVPD) on a 2-piece molecular cluster, C9H14 overall.

Output
Kohn-Sham gap (alpha / beta) = 2.375 / 8.127 eV
energy relative to the best compared isomer or geometry (same formula, charge and spin) = 172.3 kJ/mol
⟨S²⟩ = 0.753
2S+1 = 2
net charge = -1
HOMO (alpha / beta) = 1.2 / -4.7 eV

Atoms and positions in Å:
C 0.399046 0.789254 -2.124439
C 0.230583 -3.315565 -0.954908
C 0.112475 -2.931574 -2.316066
C 0.943130 -2.467604 -0.149512
C 0.275517 -1.648770 -2.699043
C 1.002434 -1.057573 -0.467595
C 0.521045 -0.698973 -1.699091
H -0.075449 -4.380693 -0.690481
H -0.115638 -3.682143 -3.121396
H 1.374839 -2.673372 0.821362
H 0.222965 -1.569652 -3.755965
H 1.303607 -0.333163 0.227077
H -0.032959 1.352685 -1.429306
H -0.200391 0.893287 -2.979659
H 1.359281 1.182296 -2.353776
C -1.315801 2.181527 2.447231
C -0.533513 2.854200 3.487322
H -1.407016 1.152421 2.534309
H -2.333885 2.563776 2.592541
H -1.011928 2.664847 1.555913
H -0.890089 3.878482 3.780451
H 0.497514 3.122880 3.048635
H -0.325766 2.123427 4.246396

Forces on atoms 1 to 6 (eV/Å):
C 1.6 -3.6 -1.1
C -0.3 -2.4 -1.0
C -0.6 -1.9 0.0
C 0.3 2.9 1.2
C 0.2 -1.0 0.6
C -0.8 -3.5 -1.1

Mulliken atomic charge list, values in e, 2 entries: number 1, C, carries -1.17; number 2, C, carries -0.78

---

ORCA calculation (ωB97M-V/def2-TZVPD) on a 6-piece molecular cluster, H12O5S2 overall.

Output
Kohn-Sham gap = 9.470 eV
energy relative to the best compared isomer or geometry (same formula, charge and spin) = 90.1 kJ/mol
SMILES = SS.O.O.O.O.O
HOMO = -9.3 eV

Atoms and positions in Å:
S -0.657186 3.098079 -1.768220
S -0.461843 3.438427 0.216372
H -1.931304 3.536972 -1.984208
H -1.015722 2.420870 0.912059
O 1.752676 -3.535436 -1.779691
H 2.220233 -3.961311 -2.460809
H 1.976711 -2.597610 -1.672872
O -1.679770 0.858539 4.376284
H -0.997166 0.279359 4.717854
H -1.761023 0.803878 3.415358
O 3.020164 -0.650506 -2.522740
H 2.556225 -0.167342 -1.819129
H 3.072779 -0.071432 -3.290443
O -0.045279 -1.230820 0.232938
H 0.250095 -0.832978 1.062713
H 0.129035 -2.178987 0.356501
O -2.090240 0.542195 0.883963
H -2.966809 0.199894 0.676952
H -1.371574 0.048209 0.447119

Forces on atoms 1 to 6 (eV/Å):
S -0.7 -0.4 -0.4
S 0.4 0.9 0.9
H 0.5 -0.1 0.2
H -0.2 -0.2 -0.7
O -1.5 0.8 2.1
H 1.1 -0.2 -1.3

Mulliken atomic charge list, values in e, 2 entries: number 1, S, carries -0.18; number 2, S, carries -0.17

---

ORCA calculation (ωB97M-V/def2-TZVPD) on a 2-piece molecular cluster, C3H4Br2N3O2 overall.

Output
Kohn-Sham gap (alpha / beta) = 7.143 / 7.145 eV
energy relative to the best compared isomer or geometry (same formula, charge and spin) = 398.5 kJ/mol
net charge = +1
HOMO (alpha / beta) = -13.8 / -13.8 eV

Atoms and positions in Å:
C 0.432944 0.137823 -0.058736
C -0.684020 0.883452 -0.170448
C 1.784578 0.759241 0.072083
N 1.876484 1.974141 0.251718
N 0.335320 -1.240402 -0.032558
N -2.534041 -0.475773 0.416258
O -0.643364 -1.730238 -0.760786
O 1.120361 -1.946176 0.516182
Br -1.017282 2.617214 -0.295572
Br 3.305186 -0.489171 -0.158916
H 2.766317 2.448669 0.310824
H -2.973064 0.204079 1.036144
H -0.749689 -2.701746 -0.647342
H -3.019731 -0.441117 -0.478850

Forces on atoms 1 to 6 (eV/Å):
C 0.0 1.4 -0.1
C -3.0 -2.3 1.0
C 1.2 -1.0 -0.1
N -0.4 0.4 0.2
N 0.4 -1.7 0.5
N 2.6 1.5 -0.4

Mulliken atomic charge list, values in e, 2 entries: number 1, C, carries 0.66; number 2, C, carries -0.25

---

ORCA calculation (ωB97M-V/def2-TZVPD) on C41H39N6O4P2Sn as an isolated structure.

Output
Kohn-Sham gap = 5.297 eV
energy relative to the best compared isomer or geometry (same formula, charge and spin) = 102.0 kJ/mol
net charge = +3
HOMO = -14.7 eV

Atoms and positions in Å:
Sn -0.460845 0.569835 -1.124319
C -3.817894 1.003375 11.047285
O -2.636178 1.777072 10.768429
C -2.402128 2.277181 9.602656
C -3.289172 2.149838 8.490326
C -2.931351 2.652417 7.284949
C -1.678955 3.334878 7.131167
C -0.836502 3.533885 8.272310
C -1.186961 3.008960 9.467687
N -1.250000 3.783270 5.972568
N -1.745091 3.913403 4.864920
C -1.598016 3.635612 3.620713
C -2.356361 4.419069 2.664349
C -2.371624 4.117851 1.358169
C -1.644985 2.971825 0.848145
O -1.767609 2.561245 -0.299120
C -0.714275 2.280097 1.772906
N 0.090087 1.362737 1.224830
C 0.946996 0.716649 2.004000
C 1.004108 0.917421 3.378808
C 0.154811 1.838369 3.955678
C -0.710985 2.566286 3.138175
H -3.702224 0.651554 12.065871
H -3.895264 0.151273 10.372726
H -4.710756 1.624163 10.978448
H -4.254797 1.681966 8.622294
H -3.597744 2.584029 6.433527
H 0.074979 4.104197 8.150022
H -0.569759 3.137106 10.346760
H -2.920190 5.262423 3.042974
H -2.947508 4.705481 0.655526
H 1.604816 0.008264 1.514702
H 1.701296 0.346914 3.976061
H 0.168809 1.999135 5.025229
O 2.803292 -2.060612 0.024461
C 1.586588 -1.984382 -0.091368
O 1.016539 -0.935540 -0.616465
C 0.702336 -3.125536 0.314746
C 1.348382 -4.344110 0.519725
C 0.637426 -5.495920 0.802929
C -0.742688 -5.435374 0.915621
C -1.394618 -4.224327 0.752334
C -0.692879 -3.055333 0.446877
P -1.702414 -1.526880 0.350030
C -3.272186 -2.141964 -0.355143
C -3.182555 -2.699697 -1.633542
C -4.312427 -3.194612 -2.259798
C -5.545721 -3.113238 -1.626691
C -5.643205 -2.542734 -0.367174
C -4.510961 -2.057738 0.273547
C -2.126129 -1.195408 2.097559
C -3.012778 -0.143338 2.339131
C -3.514439 0.077139 3.612677
C -3.109498 -0.736624 4.662340
C -2.192165 -1.752869 4.438035
C -1.699212 -1.985684 3.161557
H 2.426647 -4.364856 0.446044
H 1.156474 -6.435874 0.933066
H -1.318901 -6.324947 1.132326
H -2.469798 -4.188700 0.868596
H -2.216069 -2.767074 -2.122675
H -4.238920 -3.637836 -3.243803
H -6.434092 -3.491535 -2.114133
H -6.606006 -2.467609 0.120351
H -4.605146 -1.644165 1.266572
H -3.345473 0.471139 1.507517
H -4.251057 0.858024 3.767523
H -3.525765 -0.599589 5.652478
H -1.884732 -2.394420 5.253878
H -1.000566 -2.796038 3.000045
C 5.374399 1.018624 -3.613974
N 4.861115 -0.219272 -2.874811
C 5.489433 -0.248512 -1.473891
N 5.238990 0.973962 -0.794534
C 5.739507 2.118511 -1.547004
N 5.110902 2.191219 -2.861306
C 3.696363 2.538997 -2.787676
P 2.686381 1.260289 -1.858712
C 3.370778 -0.217792 -2.783296
C 3.845383 1.120720 -0.393530
H 4.877499 1.052756 -4.583304
H 6.447076 0.887122 -3.757450
H 5.158854 -1.056731 -3.378011
H 6.559269 -0.411785 -1.605628
H 5.040706 -1.084510 -0.938651
H 6.820793 2.037692 -1.665214
H 5.523053 3.032045 -0.995785
H 3.298948 2.660694 -3.797526
H 3.595135 3.502811 -2.285907
H 2.954263 -0.240048 -3.791775
H 3.058680 -1.115106 -2.253337
H 3.554384 0.242461 0.182150
H 3.743529 2.009392 0.233256

Forces on atoms 1 to 6 (eV/Å):
Sn 0.2 -0.8 0.4
C -0.4 -0.2 0.1
O 0.2 0.1 0.0
C 0.1 0.1 -0.2
C -0.3 -0.1 -0.1
C 0.0 0.0 0.1

Mulliken atomic charge list, values in e, 2 entries: number 1, Sn, carries 0.78; number 2, C, carries -0.83

---

ORCA calculation (ωB97M-V/def2-TZVPD) on one molecule with the formula C5H7NO.

Output
Kohn-Sham gap = 10.810 eV
energy relative to the best compared isomer or geometry (same formula, charge and spin) = 107.2 kJ/mol
SMILES = CC(=O)[C@@H](C)C#N
HOMO = -10.2 eV

Atoms and positions in Å:
C 2.029910 -0.012893 -0.025493
C 0.616422 -0.535465 0.014258
O 0.441273 -1.669388 0.398876
C -0.665479 0.237748 -0.371919
C -1.800841 -0.546517 0.448608
C -0.422641 1.722941 -0.391017
N -0.130776 2.838036 -0.541950
H 2.582643 -0.667881 0.653629
H 2.157129 1.031920 0.265486
H 2.434645 -0.152078 -1.034643
H -0.902811 0.048125 -1.429877
H -1.677001 -0.468259 1.536408
H -2.785825 -0.213702 0.141317
H -1.765662 -1.640068 0.268844

Forces on atoms 1 to 6 (eV/Å):
C 0.0 0.1 0.0
C 0.1 -0.7 0.2
O 0.5 0.1 -0.2
C -0.3 -0.6 0.2
C 0.0 0.7 -0.2
C -0.2 0.4 0.3

Mulliken atomic charge list, values in e, 2 entries: number 1, C, carries -1.14; number 2, C, carries 0.44

---

ORCA calculation (ωB97M-V/def2-TZVPD) on a 2-piece molecular cluster, BrFH2NPS overall.

Output
Kohn-Sham gap (alpha / beta) = 7.573 / 6.200 eV
energy relative to the best compared isomer or geometry (same formula, charge and spin) = 116.0 kJ/mol
HOMO (alpha / beta) = -10.3 / -9.5 eV

Atoms and positions in Å:
N 0.521799 -1.005081 0.066145
F 1.146894 1.376989 0.055127
P -0.057715 0.447449 -0.492463
S -0.334112 0.600307 -2.408039
Br -2.009763 1.446706 1.986713
H 0.025526 -1.820383 -0.271281
H 0.707370 -1.045986 1.063797

Forces on atoms 1 to 6 (eV/Å):
N -0.5 0.3 0.1
F -1.4 -0.7 -0.3
P 1.4 1.0 -0.1
S -0.3 -0.1 1.5
Br 0.8 -0.5 -1.1
H 0.0 0.0 0.0

Mulliken atomic charge list, values in e, 2 entries: number 1, N, carries -0.45; number 2, F, carries -0.20

---

ORCA calculation (ωB97M-V/def2-TZVPD) on a 5-piece molecular cluster, C4H17NO4 overall.

Output
Kohn-Sham gap = 8.537 eV
energy relative to the best compared isomer or geometry (same formula, charge and spin) = 288.9 kJ/mol
SMILES = C=CNCC.O.O.O.O
HOMO = -8.3 eV

Atoms and positions in Å:
C 1.186732 -2.676249 -0.173889
C 0.628581 -1.915702 -1.056454
N -0.611788 -1.279809 -1.012275
C -1.088526 -0.723475 -2.317309
C -0.611000 0.715610 -2.430425
H 2.130142 -3.090432 -0.161689
H 0.663916 -2.744724 0.816681
H 1.094900 -1.845250 -1.996756
H -0.720616 -0.612691 -0.268161
H -0.922638 -1.320029 -3.291899
H -2.151148 -0.888389 -2.208507
H 0.551122 0.461551 -2.575430
H -1.028105 1.035943 -3.515791
H -0.764967 1.437145 -1.760615
O -1.232824 0.865833 1.845670
H -0.741608 1.588034 1.645833
H -1.848728 0.818160 1.174452
O -0.077540 -1.098034 3.204716
H -0.825939 -0.540386 2.994765
H -0.095484 -1.762411 2.541215
O -0.126096 3.636100 0.791827
H 0.513423 3.601832 -0.044600
H 0.547875 3.077662 1.326384
O 1.562179 1.104126 1.953563
H 2.585933 1.327148 1.717922
H 1.382205 0.828437 2.800775

Forces on atoms 1 to 6 (eV/Å):
C -1.8 0.0 4.0
C -0.9 0.6 -1.3
N 0.4 -0.8 -1.3
C -1.1 -0.5 1.3
C 2.4 -3.9 -7.4
H 1.8 -0.8 -0.6

Mulliken atomic charge list, values in e, 2 entries: number 1, C, carries -0.69; number 2, C, carries 0.07